[1]
Below is C22H26FN3O4 in the gas phase, with properties calculated with ωB97M-V with the def2-TZVPD basis set.

XYZ file:
```
56
Properties=species:S:1:pos:R:3:forces:R:3
C -6.004 -3.359 -0.118 -0.05 0.28 0.20
C -6.377 -2.286 0.911 -0.02 -0.22 -0.08
N -5.703 -1.010 0.786 0.04 0.07 -0.01
C -4.272 -1.051 1.007 0.03 0.26 0.19
C -3.763 0.384 1.181 0.22 -0.40 0.25
N -4.096 1.158 0.012 -0.24 -0.12 0.12
C -3.233 1.757 -0.836 0.13 0.12 0.01
O -3.604 2.409 -1.795 0.08 0.16 -0.19
C -1.773 1.597 -0.535 0.32 0.05 -0.17
C -1.007 2.706 -0.213 -0.16 -0.12 -0.01
C 0.355 2.572 -0.017 0.12 -0.01 0.02
C 0.997 1.346 -0.151 0.12 -0.12 -0.04
O 2.358 1.192 0.039 -0.30 -0.13 -0.05
C 3.112 2.321 0.414 0.10 0.47 0.16
C 4.599 1.977 0.562 -0.53 -0.25 -0.15
O 5.358 2.758 1.086 0.06 0.24 0.10
N 4.924 0.774 0.034 -0.44 -0.24 -0.20
C 6.168 0.141 -0.020 0.45 -0.11 0.02
C 6.222 -1.134 -0.581 0.04 0.21 0.11
C 7.422 -1.812 -0.669 0.23 0.04 0.06
C 8.568 -1.203 -0.190 -0.11 0.10 0.03
F 9.743 -1.861 -0.274 -0.04 0.02 0.00
C 8.538 0.061 0.371 0.09 -0.37 -0.15
C 7.335 0.735 0.456 -0.13 0.09 0.02
C 0.230 0.219 -0.497 -0.15 0.00 -0.02
O 0.653 -1.069 -0.663 -0.22 0.25 0.11
C 2.018 -1.400 -0.725 0.34 -0.24 -0.02
C -1.141 0.373 -0.682 0.21 0.16 0.05
C -5.516 1.165 -0.266 -0.29 -0.03 -0.44
C -6.005 -0.275 -0.428 0.00 0.26 0.14
H -4.947 -3.606 -0.056 0.10 -0.08 -0.05
H -6.578 -4.262 0.076 -0.04 -0.13 -0.02
H -6.227 -3.022 -1.127 0.00 -0.03 -0.14
H -7.450 -2.087 0.849 0.02 -0.05 0.09
H -6.164 -2.663 1.916 -0.10 0.00 -0.01
H -4.072 -1.622 1.916 0.04 -0.02 -0.01
H -3.729 -1.520 0.168 0.02 -0.02 0.05
H -2.686 0.394 1.349 -0.14 0.02 0.03
H -4.267 0.830 2.047 0.08 -0.06 -0.01
H -1.473 3.673 -0.115 -0.04 0.12 -0.01
H 0.922 3.451 0.244 0.10 0.06 0.03
H 2.772 2.730 1.373 0.08 -0.06 -0.13
H 3.044 3.114 -0.344 -0.01 -0.09 0.11
H 4.151 0.248 -0.352 0.07 0.17 0.10
H 5.317 -1.597 -0.950 -0.10 -0.06 -0.05
H 7.477 -2.799 -1.101 0.02 -0.10 -0.04
H 9.449 0.507 0.735 0.10 0.03 0.03
H 7.291 1.720 0.891 0.00 0.02 0.01
H 2.527 -0.845 -1.519 0.00 -0.04 0.04
H 2.040 -2.464 -0.965 0.05 0.09 0.01
H 2.518 -1.239 0.234 -0.01 -0.03 -0.11
H -1.697 -0.509 -0.960 -0.08 -0.14 -0.02
H -5.678 1.740 -1.179 -0.01 -0.05 0.15
H -6.043 1.637 0.569 0.00 -0.02 -0.05
H -7.086 -0.280 -0.582 -0.01 -0.01 -0.05
H -5.519 -0.714 -1.316 -0.06 0.02 0.00
```
Positions in Å, forces in eV/Å.

- Energy relative to the best compared isomer or geometry (same formula, charge and spin): 171.1 kJ/mol
- Kohn-Sham gap: 9.091 eV
- Lowest unoccupied orbital energy: 0.5 eV
- Structure (SMILES): CCN1CCN(C(=O)c2ccc(OCC(=O)Nc3ccc(F)cc3)c(OC)c2)CC1
- Total energy: -1419.027403 Eh

=====

[2]
Below is 2 unconnected molecules or ions with the total composition C22H26N2O2S2 in a non-equilibrium geometry, with properties calculated with ωB97M-V with the def2-TZVPD basis set.

XYZ file:
```
54
Properties=species:S:1:pos:R:3:forces:R:3
C 6.288 3.754 0.116 -0.11 -0.12 0.00
N 5.397 2.648 0.388 0.15 0.81 0.19
C 4.621 2.249 -0.759 0.00 -0.15 0.04
C 3.514 1.307 -0.321 0.37 0.17 -0.44
N 4.122 0.194 0.390 -1.01 -0.54 0.29
C 3.451 -1.034 0.428 0.84 0.33 0.43
S 2.062 -1.232 -0.504 -1.21 -0.08 -0.67
S 4.065 -2.286 1.363 0.06 -0.18 0.17
C 4.955 0.573 1.523 0.72 0.07 -0.10
C 6.033 1.522 1.027 -0.11 -0.17 -0.02
H 6.787 4.046 1.046 -0.04 0.06 -0.16
H 7.059 3.518 -0.636 0.04 0.00 0.00
H 5.689 4.592 -0.256 0.20 0.00 0.07
H 4.193 3.149 -1.217 0.07 -0.19 -0.05
H 5.247 1.706 -1.496 -0.04 0.24 -0.06
H 2.811 1.879 0.311 -0.03 -0.28 -0.04
H 3.001 0.930 -1.219 0.09 0.10 0.59
H 4.379 1.103 2.304 -0.08 -0.31 -0.17
H 5.432 -0.327 1.937 -0.45 0.33 -0.12
H 6.673 0.959 0.317 0.09 0.18 0.16
H 6.636 1.892 1.866 -0.05 -0.16 -0.17
C -6.064 -5.898 -1.765 0.32 -0.06 -0.08
O -4.705 -5.734 -2.238 0.09 0.91 0.63
C -4.019 -4.659 -1.777 -0.22 0.08 -0.18
C -2.746 -4.402 -2.350 -0.60 -0.33 0.12
C -2.055 -3.278 -1.986 0.11 0.37 0.41
C -2.582 -2.348 -1.033 -0.38 -0.59 0.04
C -1.859 -1.172 -0.738 -0.11 0.31 0.13
C -2.321 0.012 -0.122 -0.22 0.34 -0.01
C -1.335 0.955 0.305 0.09 0.32 0.12
C -1.717 2.096 0.969 -0.94 -0.18 -0.03
C -3.090 2.340 1.238 0.53 0.22 0.27
O -3.323 3.478 1.944 0.93 -1.05 -0.77
C -1.997 4.084 2.228 -0.39 0.22 0.37
C -0.933 3.240 1.526 0.47 0.25 -0.07
C -4.093 1.462 0.789 0.04 0.44 0.21
C -3.706 0.350 0.081 0.30 -0.39 0.08
C -3.812 -2.684 -0.402 0.04 -0.01 -0.28
C -4.533 -3.794 -0.781 -0.02 -0.31 -0.31
H -6.418 -6.764 -2.319 -0.14 0.10 0.15
H -6.092 -6.094 -0.683 0.09 -0.03 -0.35
H -6.682 -5.014 -1.988 0.28 -0.28 -0.06
H -2.361 -5.107 -3.083 -0.04 0.18 0.13
H -1.081 -3.064 -2.426 -0.18 -0.07 0.07
H -0.806 -1.174 -1.017 0.07 0.02 0.03
H -0.274 0.763 0.122 -0.19 -0.18 0.00
H -2.028 5.119 1.872 -0.12 -0.29 0.09
H -1.863 4.081 3.316 -0.22 0.01 -0.26
H -0.158 2.916 2.225 -0.07 -0.01 -0.11
H -0.446 3.827 0.740 -0.01 -0.22 0.05
H -5.130 1.695 1.017 0.13 -0.11 -0.26
H -4.471 -0.297 -0.341 0.18 0.28 0.08
H -4.209 -2.078 0.407 0.22 -0.15 -0.12
H -5.508 -3.996 -0.336 0.46 0.07 0.00
```
Positions in Å, forces in eV/Å.

- Kohn-Sham gap: 2.659 eV
- Lowest unoccupied orbital energy: -2.8 eV
- Total energy: -1910.166486 Eh

=====

[3]
Below is C22H26N2O4S in the gas phase, with properties calculated with ωB97M-V with the def2-TZVPD basis set.

XYZ file:
```
55
Properties=species:S:1:pos:R:3:forces:R:3
C -1.592 2.918 -3.149 -0.01 0.20 0.04
O -1.595 1.510 -3.049 -0.06 -0.42 0.10
C -2.663 0.959 -2.325 -0.41 0.32 0.36
C -2.596 1.248 -0.809 0.01 0.08 -0.56
N -1.319 0.909 -0.241 -0.30 -0.42 -0.24
C -0.426 1.853 0.087 0.46 -0.07 0.22
O -0.596 3.044 -0.097 0.03 0.37 0.02
C 0.836 1.335 0.804 0.05 -0.07 -0.25
C 1.649 0.309 0.010 0.25 0.26 -0.36
S 2.443 1.044 -1.452 -0.12 0.03 0.00
C 1.428 0.323 -2.802 0.15 0.27 0.44
C 1.488 -1.168 -2.769 -0.07 -0.11 -0.08
C 2.667 -1.829 -3.099 -0.07 -0.04 -0.03
C 2.740 -3.207 -3.028 0.11 0.02 -0.04
C 1.638 -3.941 -2.619 -0.08 -0.12 0.03
C 0.463 -3.291 -2.287 0.00 -0.15 0.03
C 0.387 -1.910 -2.359 0.08 0.07 -0.13
N 0.478 0.795 2.102 0.07 0.12 0.10
C 0.796 1.509 3.320 0.10 0.31 0.13
C 0.296 0.588 4.387 -0.20 -0.41 -0.24
C 0.319 0.706 5.761 0.00 0.01 0.01
C -0.224 -0.326 6.515 0.06 0.12 0.04
C -0.777 -1.447 5.910 -0.06 -0.12 -0.03
C -0.802 -1.567 4.530 0.05 0.09 -0.15
C -0.259 -0.538 3.780 0.10 0.23 0.56
C -0.152 -0.390 2.316 0.02 0.00 -0.11
O -0.550 -1.152 1.449 -0.08 -0.33 0.00
O -2.642 -0.421 -2.482 0.07 0.13 0.21
C -2.843 -0.862 -3.811 0.07 0.02 -0.10
H -2.573 3.286 -3.472 0.01 0.03 -0.06
H -0.845 3.159 -3.903 -0.05 0.10 -0.01
H -1.314 3.387 -2.201 -0.05 -0.02 -0.09
H -3.620 1.379 -2.716 0.23 -0.11 0.04
H -3.381 0.660 -0.328 -0.01 0.09 -0.02
H -2.768 2.314 -0.639 -0.05 -0.15 0.01
H -1.141 -0.062 0.006 0.09 0.20 0.10
H 1.464 2.216 0.979 -0.22 -0.14 -0.03
H 2.453 -0.067 0.646 -0.13 -0.05 0.02
H 1.045 -0.533 -0.321 0.07 -0.03 0.16
H 0.412 0.700 -2.702 0.04 -0.08 -0.16
H 1.883 0.726 -3.706 -0.06 0.03 -0.04
H 3.528 -1.252 -3.404 0.10 0.05 -0.02
H 3.660 -3.711 -3.289 0.07 -0.04 -0.02
H 1.698 -5.018 -2.559 0.00 -0.08 0.00
H -0.398 -3.856 -1.963 -0.07 -0.06 0.03
H -0.539 -1.410 -2.112 -0.09 0.11 0.03
H 1.875 1.685 3.398 -0.07 0.00 -0.01
H 0.290 2.482 3.341 0.06 -0.05 0.02
H 0.746 1.574 6.240 0.04 0.09 0.08
H -0.216 -0.255 7.593 0.00 0.00 0.09
H -1.191 -2.232 6.524 -0.03 -0.06 0.05
H -1.227 -2.430 4.042 -0.05 -0.10 -0.05
H -3.811 -0.512 -4.189 0.02 -0.03 0.00
H -2.832 -1.948 -3.771 -0.03 0.00 -0.09
H -2.047 -0.506 -4.469 -0.05 -0.05 0.01
```
Positions in Å, forces in eV/Å.

- Energy relative to the best compared isomer or geometry (same formula, charge and spin): 99.7 kJ/mol
- Kohn-Sham gap: 8.847 eV
- Lowest unoccupied orbital energy: 0.6 eV
- Structure (SMILES): COC(CNC(=O)[C@H](CSCc1ccccc1)N1Cc2ccccc2C1=O)OC
- Total energy: -1662.627920 Eh

=====

Sequential E_HOMO output: -8.6; -5.4; -8.3 eV